127
Properties=species:S:1:pos:R:3 method="wB97M-V/def2-TZVPD" orbital_gap_ev=9.131 spin_multiplicity=1 mol_weight_da=828.01
C -1.793 -1.035 -4.074
H -1.703 -0.027 -3.673
O -2.192 -1.971 -3.084
C -1.596 -1.913 -1.816
H -1.961 -2.829 -1.338
C -0.046 -1.989 -1.840
C 0.535 -2.671 -0.594
H -0.095 -3.500 -0.268
C 0.818 -1.768 0.587
O 0.915 -0.567 0.533
O 0.988 -2.498 1.676
C 1.368 -1.854 2.913
C 2.331 -2.797 3.621
H 3.182 -3.017 2.982
H 1.832 -3.732 3.865
H 2.690 -2.334 4.535
C 0.115 -1.593 3.758
C -0.793 -0.605 3.098
C -2.116 -0.695 2.942
C -2.969 -1.729 3.486
C -4.266 -1.909 3.228
C -5.118 -1.151 2.256
H -4.673 -0.169 2.038
O -6.377 -0.963 2.874
H -6.989 -0.594 2.226
C -5.275 -1.924 0.920
C -5.850 -3.318 1.171
H -6.195 -3.755 0.236
H -5.094 -3.971 1.601
H -6.692 -3.260 1.857
H -5.997 -1.365 0.312
C -3.957 -2.023 0.147
H -4.060 -2.818 -0.594
H -3.165 -2.309 0.843
C -3.559 -0.732 -0.573
C -4.427 -0.474 -1.809
C -5.747 0.141 -1.480
O -6.801 -0.130 -1.989
H -5.678 0.944 -0.714
H -4.559 -1.377 -2.404
H -3.902 0.266 -2.422
H -3.685 0.121 0.103
C -2.057 -0.719 -0.936
O -1.744 0.503 -1.592
C -1.165 1.499 -0.824
O -2.095 1.988 0.125
C -1.469 2.797 1.107
C -2.535 3.616 1.822
H -2.119 4.040 2.731
H -3.367 2.969 2.084
H -2.891 4.416 1.183
C -0.357 3.671 0.495
H -0.322 4.637 1.018
O 0.850 2.958 0.752
C 2.079 3.563 0.423
C 3.041 3.460 1.611
H 3.923 4.060 1.389
H 2.546 3.857 2.498
C 3.463 2.005 1.880
O 2.390 1.245 2.374
H 1.690 1.216 1.707
C 4.554 1.958 2.952
H 4.168 2.382 3.875
H 5.433 2.511 2.636
H 4.831 0.923 3.138
C 4.001 1.424 0.548
H 4.960 1.900 0.305
C 3.010 1.619 -0.612
C 3.620 1.198 -1.943
H 4.571 1.701 -2.098
H 3.768 0.123 -1.959
H 2.948 1.461 -2.756
O 2.622 2.994 -0.738
H 2.126 1.003 -0.405
O 4.202 0.024 0.705
C 5.437 -0.470 0.573
O 6.420 0.194 0.373
C 5.399 -1.974 0.695
H 6.418 -2.351 0.783
H 4.837 -2.225 1.596
C 4.704 -2.587 -0.533
C 4.348 -4.048 -0.270
H 3.894 -4.486 -1.156
H 5.241 -4.621 -0.028
H 3.646 -4.138 0.557
C 5.595 -2.464 -1.765
H 5.957 -1.445 -1.876
H 5.034 -2.725 -2.659
H 6.455 -3.125 -1.682
H 3.780 -2.029 -0.715
H 1.927 4.623 0.174
C -0.580 3.954 -1.011
N -1.621 4.965 -1.167
C -2.954 4.502 -1.509
H -3.178 3.582 -0.978
H -3.666 5.271 -1.206
H -3.082 4.331 -2.588
C -1.225 6.054 -2.038
H -2.007 6.813 -2.017
H -1.076 5.737 -3.081
H -0.304 6.503 -1.670
H 0.350 4.400 -1.382
C -0.751 2.629 -1.791
O 0.396 2.295 -2.520
H 1.179 2.434 -1.963
H -1.547 2.719 -2.536
H -0.971 2.132 1.832
H -0.284 1.110 -0.289
H -1.495 -0.780 0.004
H -4.810 -2.678 3.756
H -2.508 -2.393 4.204
H -2.613 0.096 2.398
H -0.277 0.259 2.703
H -0.391 -2.541 3.939
H 0.449 -1.185 4.716
H 1.864 -0.906 2.674
H 1.509 -3.090 -0.869
O 0.311 -2.774 -2.982
C 1.555 -2.663 -3.452
O 2.408 -1.980 -2.947
C 1.742 -3.512 -4.681
H 0.805 -3.985 -4.955
H 2.498 -4.270 -4.482
H 2.103 -2.887 -5.494
H 0.388 -0.987 -1.954
H -2.579 -1.066 -4.828
H -0.846 -1.326 -4.536